(1)
A structure of composition C39H46Cl2FeN6O4Si2. Source: OMol25; level of theory: the ωB97M-V functional and the def2-TZVPD basis.

Positions of all 100 atoms, in Å:
1 Fe 0.00 -0.03 0.62
2 C -4.85 0.16 -0.82
3 Si -3.18 0.59 -0.01
4 C -2.64 2.11 -0.97
5 C -3.66 1.14 1.73
6 N -1.96 -0.61 0.02
7 C -2.09 -1.96 -0.17
8 C -3.31 -2.65 -0.30
9 C -3.39 -4.01 -0.60
10 C -2.23 -4.75 -0.77
11 C -1.00 -4.11 -0.58
12 C -0.89 -2.76 -0.22
13 N 0.32 -2.14 0.09
14 Si 1.72 -3.03 0.46
15 C 2.61 -3.75 -1.06
16 C 3.00 -2.01 1.40
17 C 1.47 -4.54 1.62
18 H -5.39 1.11 -0.96
19 H -5.49 -0.49 -0.21
20 H -4.73 -0.31 -1.80
21 H -3.26 2.97 -0.70
22 H -2.75 1.94 -2.04
23 H -1.60 2.36 -0.79
24 H -4.45 1.90 1.70
25 H -2.80 1.56 2.27
26 H -4.03 0.29 2.31
27 H -4.22 -2.10 -0.18
28 H -4.36 -4.48 -0.71
29 H -2.26 -5.80 -1.04
30 H -0.10 -4.69 -0.72
31 H 2.63 -3.01 -1.87
32 H 2.12 -4.64 -1.44
33 H 3.65 -4.01 -0.82
34 H 3.82 -1.66 0.77
35 H 3.43 -2.63 2.19
36 H 2.56 -1.13 1.86
37 H 0.56 -5.10 1.43
38 H 1.45 -4.19 2.66
39 H 2.33 -5.21 1.52
40 C -0.69 -2.61 4.45
41 C -0.55 -1.67 5.46
42 C -0.36 -0.34 5.12
43 C -0.30 0.03 3.77
44 N -0.36 -0.91 2.82
45 C -0.58 -2.18 3.14
46 C -0.19 1.43 3.30
47 C -0.31 2.49 4.20
48 C -0.30 3.80 3.75
49 C -0.16 4.04 2.39
50 C -0.05 2.98 1.50
51 C -0.06 1.64 1.91
52 H -0.86 -3.66 4.66
53 H -0.60 -1.96 6.50
54 H -0.26 0.40 5.90
55 H -0.67 -2.86 2.30
56 H -0.44 2.31 5.27
57 H -0.40 4.62 4.45
58 H -0.15 5.06 2.02
59 H 0.08 3.21 0.45
60 C 4.68 0.13 -2.65
61 O 3.98 0.36 -1.45
62 C 2.65 0.08 -1.35
63 O 2.13 0.22 -0.27
64 N 2.07 -0.38 -2.48
65 N 0.68 -0.57 -2.62
66 H 5.72 0.34 -2.45
67 H 4.33 0.79 -3.45
68 H 4.58 -0.92 -2.97
69 H 2.56 -0.32 -3.35
70 H 0.40 -1.25 -1.91
71 H 0.24 0.33 -2.38
72 Cl -2.75 5.02 -3.69
73 C -1.98 6.56 -3.79
74 C -2.77 7.69 -3.63
75 C -2.20 8.95 -3.56
76 C -0.82 9.07 -3.63
77 C -0.04 7.94 -3.81
78 Cl 1.68 8.14 -3.92
79 C -0.59 6.65 -3.92
80 N 0.26 5.56 -4.08
81 C 0.04 4.54 -5.00
82 C -0.70 4.78 -6.17
83 C -0.92 3.76 -7.08
84 C -0.41 2.49 -6.85
85 C 0.37 2.28 -5.72
86 C 0.63 3.28 -4.80
87 C 1.57 3.04 -3.65
88 C 0.90 3.14 -2.25
89 O 0.84 4.30 -1.76
90 O 0.49 2.08 -1.75
91 H -3.84 7.56 -3.53
92 H -2.82 9.82 -3.42
93 H -0.34 10.03 -3.55
94 H 0.69 5.24 -3.17
95 H -1.11 5.76 -6.34
96 H -1.52 3.96 -7.96
97 H -0.60 1.68 -7.54
98 H 0.79 1.30 -5.53
99 H 2.38 3.77 -3.68
100 H 1.99 2.04 -3.75

Summary:
**Relative energy (zero: lowest compared OMol25 entry of this formula, charge and spin)**: 0.125 eV
**Charge**: -2
**Spin multiplicity**: 5
**M**: 845.76 g mol⁻¹
**E**: -4906.53528 Ha

(2)
A structure of composition CBr2O at a distorted geometry. Source: OMol25; level of theory: the ωB97M-V functional and the def2-TZVPD basis.

Positions of all 4 atoms, in Å:
1 C -0.02 -0.25 0.04
2 O -0.02 -1.44 -0.04
3 Br -0.71 0.99 -1.43
4 Br 0.74 0.69 1.43

Summary:
**Relative energy (zero: lowest compared OMol25 entry of this formula, charge and spin)**: 0.103 eV
**M**: 187.82 g mol⁻¹
**E**: -5261.36444 Ha

(3)
An isolated molecule of C3H3BrO at a distorted geometry. Source: OMol25; level of theory: the ωB97M-V functional and the def2-TZVPD basis.

Positions of all 8 atoms, in Å:
1 C 0.46 0.03 0.04
2 C -0.72 -0.18 0.55
3 C -0.72 -0.44 2.12
4 O 0.17 -0.58 2.85
5 Br -2.54 -0.77 2.86
6 H 0.62 0.10 -0.97
7 H 1.29 0.00 0.61
8 H -1.56 -0.22 0.02

Summary:
**Relative energy (zero: lowest compared OMol25 entry of this formula, charge and spin)**: 0.190 eV
**M**: 134.96 g mol⁻¹
**SMILES**: C=CC(=O)Br
**E**: -2765.32553 Ha

(4)
An isolated molecule of C4H11N3 at a distorted geometry. Source: OMol25; level of theory: the ωB97M-V functional and the def2-TZVPD basis.

Positions of all 18 atoms, in Å:
1 H -3.16 -2.12 0.90
2 N -2.37 -1.65 0.52
3 C -2.29 -0.37 0.60
4 N -1.37 0.30 -0.12
5 C -0.27 -0.56 -0.54
6 C 0.82 0.34 -1.11
7 C 1.86 0.84 -0.05
8 N 1.75 0.09 1.16
9 H -3.40 0.13 0.83
10 H -1.33 1.31 -0.42
11 H 0.19 -1.21 0.26
12 H -0.60 -1.29 -1.40
13 H 0.38 1.13 -1.73
14 H 1.49 -0.28 -1.77
15 H 1.67 1.97 0.06
16 H 2.88 0.64 -0.58
17 H 1.07 0.54 1.71
18 H 2.68 0.20 1.68

Summary:
**Relative energy (zero: lowest compared OMol25 entry of this formula, charge and spin)**: 2.922 eV
**M**: 101.15 g mol⁻¹
**SMILES**: [H]/N=C/NCCCN
**E**: -323.19914 Ha